This record from the Open Molecules 2025 dataset describes 15 unconnected molecules or ions with the total composition C34H89BN17O34PS in a non-equilibrium geometry. The level of theory is ωB97M-V/def2-TZVPD.

The calculation puts the energy above the lowest of the compared OMol25 structures with the same formula, charge and spin at 51.1 kcal per mole. Its orbital gap is 7.6151 eV. Its energy is -5600.8024 Eh. The HOMO energy comes out at -8.06 eV. As for the max |F|: 3.3 eV Å⁻¹. The LUMO energy is -0.445 eV.

Each line ends with the Löwdin charge.
Atoms and positions in Å:
C 5.09531 -0.55635 2.87207  -0.070
C 3.93521 -1.51194 3.35311  -0.239
O 3.41642 -2.24962 2.24533  -0.216
C 2.30693 -1.57372 1.63113  -0.203
C 2.72373 -0.86110 0.28164  -0.129
C 2.30235 -1.70446 -0.99788  -0.575
S 3.25888 -3.29645 -0.71429  0.841
O 0.88975 -1.86019 -0.85656  -0.161
C 0.30926 -3.03645 -1.37306  -0.455
C -1.11814 -2.58861 -1.91413  -0.174
C -2.01716 -3.80841 -2.38192  -0.204
C -3.27305 -3.88866 -1.43860  -0.207
C -4.39592 -2.88289 -1.93862  -0.182
C -4.23324 -1.45001 -1.30493  -0.188
C -5.49283 -0.51732 -1.47010  -0.137
C -5.97582 -0.08434 -0.02890  -0.206
O -6.57323 1.21907 -0.00726  -0.203
C -5.61600 2.21317 0.31759  -0.125
P -0.09797 -4.31951 -0.01275  0.808
N -0.90488 -3.56575 1.16132  -0.301
C 2.74267 -0.95059 -2.37331  -0.349
C 3.47915 0.39885 -2.09935  -0.132
C 3.90542 1.20461 -3.38568  -0.128
C 3.23350 2.62559 -3.45374  -0.212
O 2.34814 2.71445 -4.58097  -0.197
C 1.41420 3.76754 -4.32948  -0.109
C 1.50214 -0.74949 -3.35479  0.000
B 0.51322 0.46085 -3.01226  -0.564
O -0.32404 0.98000 -4.08060  0.062
O 0.35638 1.05737 -1.74261  0.126
N 3.59104 -1.95568 -3.10979  -0.144
N 4.96123 -1.73339 -3.11787  -0.007
H 4.82856 0.51751 2.86753  0.047
H 5.99754 -0.75051 3.50133  0.058
H 5.39730 -0.82914 1.83512  0.058
H 3.15560 -1.00278 3.96267  0.115
H 4.40832 -2.26892 4.03371  0.114
H 1.50605 -2.33621 1.50182  0.091
H 1.87624 -0.77835 2.29245  0.126
H 3.82605 -0.72086 0.33497  0.105
H 2.16094 0.09571 0.23568  0.123
H 2.94620 -4.14334 -1.75777  -0.094
H 0.81474 -3.48483 -2.26000  0.112
H -1.00693 -1.93872 -2.82123  0.099
H -1.60512 -1.95694 -1.14284  0.096
H -1.44146 -4.75798 -2.46720  0.084
H -2.39304 -3.58759 -3.41292  0.104
H -2.99214 -3.53038 -0.41250  0.074
H -3.66028 -4.92394 -1.30716  0.104
H -5.41758 -3.32255 -1.75574  0.082
H -4.32150 -2.74706 -3.04750  0.108
H -3.89133 -1.54411 -0.24401  0.094
H -3.38835 -0.94896 -1.84963  0.097
H -6.29762 -0.98139 -2.07798  0.100
H -5.17915 0.41320 -2.00287  0.101
H -5.11358 -0.06769 0.68480  0.107
H -6.66906 -0.88160 0.32989  0.119
H -5.84800 3.12699 -0.28191  0.089
H -4.56012 1.91269 0.11187  0.068
H -5.67515 2.52464 1.39552  0.099
H 1.11198 -4.79606 0.59258  -0.012
H -0.83359 -5.42060 -0.53351  0.004
H -1.03856 -2.58321 0.92463  -0.046
H 4.42070 0.22972 -1.52073  0.110
H 2.89285 1.11270 -1.47559  0.106
H 5.00276 1.41735 -3.31415  0.113
H 3.76505 0.65932 -4.34377  0.113
H 2.65807 2.87084 -2.52810  0.117
H 3.99028 3.44130 -3.58733  0.128
H 1.91109 4.58020 -3.73861  0.097
H 0.55604 3.36885 -3.72462  0.083
H 1.00869 4.20113 -5.26026  0.069
H 1.96530 -0.48712 -4.34602  0.120
H 0.97578 -1.71795 -3.55537  0.110
H -1.08133 0.37363 -4.06367  0.095
H -0.58795 1.03797 -1.51733  0.065
H 3.21187 -2.13929 -4.02993  0.111
H 5.38821 -1.62486 -2.21162  0.075
H 5.30722 -1.09176 -3.82498  0.076
C -2.32357 2.82992 -5.72988  0.050
N -3.71412 2.63009 -5.24617  -0.446
O -3.86195 2.14756 -4.14008  0.049
O -4.61030 2.96461 -5.98999  0.067
H -1.63503 2.48523 -4.95972  0.068
H -2.20502 2.24882 -6.64146  0.115
H -2.19412 3.89155 -5.92168  0.066
C -2.77888 4.03467 -1.13573  0.062
N -2.26703 3.03090 -0.16884  -0.427
O -2.10997 3.37860 0.98029  0.072
O -2.03806 1.92475 -0.60080  0.057
H -2.93673 4.97258 -0.61228  0.099
H -2.03000 4.14708 -1.91701  0.104
H -3.71429 3.65264 -1.53962  0.087
C 4.97573 3.75621 3.12282  0.040
N 5.51315 3.38865 1.78855  -0.443
O 6.02156 4.26282 1.12070  0.071
O 5.40760 2.22359 1.46481  0.040
H 5.13884 4.81644 3.28779  0.098
H 3.91335 3.52450 3.12767  0.104
H 5.51019 3.16159 3.85868  0.063
C -9.36792 -3.23220 -0.02832  0.052
N -8.01459 -3.56719 -0.53408  -0.425
O -7.32432 -4.31016 0.13345  0.055
O -7.68154 -3.07101 -1.58693  0.058
H -9.52507 -3.74418 0.91645  0.101
H -9.40713 -2.15595 0.10389  0.054
H -10.08757 -3.56368 -0.77282  0.107
C 6.85906 3.22557 7.40950  0.047
N 5.76069 3.37166 6.42294  -0.441
O 5.26036 4.46721 6.28640  0.077
O 5.44258 2.37010 5.81692  0.043
H 7.04266 4.18797 7.87724  0.096
H 6.54141 2.49213 8.14626  0.105
H 7.73757 2.88298 6.86816  0.089
C -5.06746 -5.48127 2.10340  0.040
N -5.13907 -6.00360 3.49212  -0.457
O -6.08723 -5.66933 4.16936  0.064
O -4.23929 -6.73163 3.85252  0.056
H -5.93040 -4.85055 1.92250  0.066
H -4.14517 -4.90974 2.01506  0.095
H -5.06636 -6.33612 1.43158  0.103
C 6.75372 -3.44703 -5.37569  0.030
N 6.41638 -2.90323 -6.71456  -0.459
O 6.48093 -3.65635 -7.66113  0.068
O 6.09610 -1.73396 -6.76478  0.052
H 7.01931 -4.49476 -5.47995  0.093
H 7.59280 -2.87291 -4.99046  0.102
H 5.87516 -3.32942 -4.74434  0.067
C 6.20308 -4.48309 1.51478  0.049
N 7.33523 -3.59177 1.87831  -0.437
O 7.12310 -2.39886 1.88201  0.051
O 8.39247 -4.12150 2.14772  0.061
H 5.32963 -3.86988 1.30314  0.049
H 6.50220 -5.04929 0.63584  0.102
H 6.01898 -5.13939 2.36199  0.105
C 8.73857 -1.44623 5.19017  0.044
N 9.04885 -0.14614 5.83917  -0.447
O 8.18612 0.35879 6.52803  0.051
O 10.14542 0.32208 5.63323  0.072
H 7.72909 -1.73840 5.46284  0.092
H 8.82365 -1.30531 4.11464  0.096
H 9.46311 -2.17261 5.55009  0.103
C -1.96648 -2.00238 4.31885  0.047
N -3.10391 -1.46779 3.52916  -0.442
O -3.00021 -1.48526 2.32418  0.047
O -4.06137 -1.04949 4.14861  0.051
H -1.19199 -2.33742 3.63264  0.073
H -1.60336 -1.19629 4.95189  0.068
H -2.34015 -2.83260 4.91330  0.108
C -0.36746 5.34498 2.80408  0.032
N 0.76164 6.26069 3.10847  -0.456
O 0.53402 7.45069 3.10923  0.072
O 1.83625 5.74846 3.33506  0.059
H -1.25863 5.93752 2.62329  0.094
H -0.09752 4.77426 1.91966  0.087
H -0.50354 4.69480 3.66461  0.101
C -10.95346 1.67568 -0.03306  0.051
N -10.38440 0.30574 -0.00012  -0.437
O -10.70428 -0.46035 -0.88562  0.065
O -9.63462 0.04549 0.91400  0.069
H -11.60051 1.76252 -0.90032  0.095
H -11.51596 1.81846 0.88642  0.102
H -10.12116 2.37266 -0.09820  0.103
C -1.56871 7.16998 -7.31957  0.054
N -1.02754 6.16515 -6.36978  -0.439
O -0.87298 6.50574 -5.21784  0.080
O -0.77680 5.06352 -6.81711  0.033
H -1.74323 8.09705 -6.78259  0.097
H -0.82918 7.30975 -8.10436  0.104
H -2.49843 6.77323 -7.72094  0.105
C -3.15967 1.94680 6.62737  0.047
N -2.68459 0.74036 7.34929  -0.444
O -3.13900 0.53041 8.44985  0.083
O -1.87026 0.04680 6.77867  0.046
H -3.87898 2.46562 7.25320  0.095
H -2.29276 2.57341 6.43174  0.098
H -3.62158 1.61173 5.70089  0.096

Atomic forces in eV per Å
C -0.18 -0.19 0.18
C 1.78 -0.32 0.17
O -0.98 0.84 0.64
C -0.28 0.20 -0.51
C -0.79 -1.05 0.42
C 1.01 0.88 0.89
S -0.36 -0.21 -0.15
O 0.62 -0.82 -0.42
C -1.97 -0.18 -1.37
C 0.38 -0.53 -0.69
C -0.58 0.79 0.37
C -0.24 0.58 -0.03
C -0.06 -0.27 0.11
C 0.11 -0.33 -0.88
C 0.81 0.63 0.89
C 0.41 -0.71 -0.46
O 0.42 -0.38 0.12
C -0.02 0.97 0.16
P -0.24 2.27 2.35
N 0.51 -0.61 -1.01
C -0.94 -1.07 -0.73
C 0.62 0.35 -0.30
C 0.43 0.86 0.38
C 0.25 -0.13 -0.48
O -0.35 0.31 0.60
C -0.30 0.21 0.48
C 1.07 0.71 0.13
B -0.75 0.69 0.09
O 0.42 -1.25 1.48
O 0.46 -1.38 -1.41
N -0.75 1.23 0.68
N 1.02 -0.82 -1.11
H 0.16 -0.70 0.20
H -0.69 0.50 -0.40
H -0.35 0.17 0.85
H 0.31 -0.23 -0.64
H -0.52 0.47 -0.57
H 0.48 0.61 -0.18
H 0.51 -0.69 -0.23
H -0.90 0.17 -0.23
H 0.57 -0.51 -0.16
H 0.16 0.98 0.47
H 0.14 0.31 0.76
H 0.36 -0.36 0.88
H 0.22 -0.62 -0.40
H -0.33 0.65 0.21
H 0.38 -0.27 0.77
H -0.04 -0.59 -0.78
H 0.16 0.63 -0.39
H 1.12 0.65 0.05
H -0.11 -0.29 0.72
H -0.52 0.11 -0.69
H -0.60 -0.38 0.54
H 0.45 0.19 0.57
H -0.26 -0.62 0.33
H -0.57 -0.21 -0.62
H 0.09 0.92 -0.01
H 0.16 -0.63 0.33
H -0.83 -0.02 0.02
H 0.01 -0.46 -0.73
H -0.43 -0.40 -0.96
H 0.66 0.09 -0.16
H -0.14 -0.16 0.15
H -0.89 -0.10 -0.37
H 0.12 -0.94 -0.41
H -0.81 -0.39 -0.06
H -0.13 0.42 0.60
H 0.44 -0.42 -0.44
H -0.33 -0.66 0.25
H -0.43 -0.44 -0.54
H 0.62 0.36 -0.39
H 0.39 -0.45 0.31
H -0.49 -0.12 0.74
H 0.29 0.84 0.36
H -0.15 0.25 -0.47
H 0.17 0.65 0.06
H 0.52 0.18 -0.01
H -0.29 -0.14 -0.01
H -0.19 0.35 0.48
C 0.19 -0.07 0.32
N 0.22 -0.05 -0.13
O -0.15 -0.01 0.15
O -0.14 0.02 0.06
H -0.13 0.07 -0.14
H -0.06 0.15 -0.04
H -0.15 -0.32 -0.06
C -0.13 0.31 -0.08
N 0.02 0.39 -0.13
O 0.03 -0.05 0.18
O -0.11 -0.34 0.06
H 0.04 -0.10 0.06
H -0.07 -0.14 -0.03
H 0.14 -0.09 -0.10
C 0.07 0.31 0.11
N -0.09 0.25 0.18
O 0.07 -0.07 -0.17
O 0.03 0.00 -0.30
H -0.02 -0.06 -0.11
H 0.08 -0.10 0.06
H -0.22 -0.07 -0.18
C -0.16 -0.13 0.31
N -0.20 -0.02 0.12
O 0.16 -0.09 0.00
O -0.09 0.01 -0.14
H 0.13 -0.04 -0.08
H -0.03 -0.07 -0.14
H 0.07 0.16 -0.06
C 0.26 0.23 0.23
N 0.20 0.06 0.36
O -0.13 0.01 -0.17
O -0.15 -0.13 0.00
H -0.12 -0.01 -0.10
H 0.08 -0.10 -0.15
H -0.09 -0.18 0.08
C -0.10 0.27 -0.19
N -0.03 0.08 -0.16
O -0.06 -0.02 0.16
O 0.07 -0.09 0.10
H 0.03 -0.08 0.08
H 0.07 -0.14 -0.03
H 0.12 0.03 0.05
C 0.04 -0.37 0.12
N 0.12 -0.18 0.07
O -0.05 0.03 -0.15
O -0.08 0.13 -0.01
H 0.00 0.09 -0.13
H -0.14 0.08 0.04
H 0.15 0.18 0.10
C -0.40 0.05 -0.13
N -0.19 -0.20 -0.12
O 0.33 0.04 0.02
O 0.12 0.04 0.10
H 0.09 0.03 0.08
H 0.07 -0.06 0.12
H 0.11 -0.05 -0.07
C -0.21 -0.22 -0.08
N -0.07 -0.18 -0.06
O -0.03 0.15 0.10
O 0.08 0.11 0.02
H 0.05 0.11 0.02
H 0.10 -0.05 0.05
H 0.06 0.08 -0.11
C 0.48 -0.12 -0.06
N 0.31 -0.18 0.19
O -0.24 0.21 -0.33
O -0.14 0.13 -0.02
H -0.19 -0.06 -0.10
H -0.18 -0.11 0.06
H -0.04 0.13 0.07
C -0.27 -0.02 -0.09
N -0.15 0.04 0.00
O 0.06 0.10 0.01
O 0.15 -0.05 0.01
H 0.11 0.03 0.02
H 0.03 -0.08 0.14
H 0.11 -0.07 -0.10
C -0.17 0.25 -0.17
N -0.06 0.18 -0.09
O -0.03 -0.03 -0.05
O 0.04 -0.10 0.10
H 0.07 -0.10 0.04
H 0.14 0.01 0.02
H 0.00 -0.07 0.13
C -0.11 0.30 -0.06
N 0.04 0.24 -0.10
O 0.00 -0.14 0.14
O 0.17 0.21 -0.11
H 0.05 -0.11 0.05
H -0.08 -0.12 -0.02
H 0.12 -0.06 -0.07
C -0.21 0.26 -0.07
N -0.18 0.12 0.06
O 0.03 -0.09 0.10
O 0.17 -0.06 0.00
H 0.06 -0.10 0.02
H -0.01 -0.11 -0.08
H 0.13 -0.02 -0.01